Here is a 2-piece molecular cluster, C42H57BClN2 overall from OMol25. Energies are from wB97M-V/def2-TZVPD.

The geometry in XYZ format:
```
103
Properties=species:S:1:pos:R:3:forces:R:3
C -3.51686 -3.26612 0.58805 -0.2 0.4 -0.3
C -2.93484 -4.63774 0.85531 0.2 -0.1 0.2
C -3.93599 -5.29805 1.82509 -0.1 -0.2 0.3
C -2.96398 -5.50361 -0.40496 0.0 -0.1 -0.3
C -1.47641 -4.58713 1.44592 -0.2 0.1 -0.1
C -1.24720 -5.56881 2.41020 0.2 -0.1 0.3
C -0.11289 -5.57430 3.21967 -0.1 0.2 -0.2
C 0.94421 -4.76249 2.86194 -0.3 -0.5 -0.2
C 0.90210 -4.05679 1.64708 0.5 0.4 0.1
C 2.32482 -3.83504 1.04448 -0.3 0.3 0.4
C 2.31754 -3.23865 -0.34342 0.0 0.5 -0.2
C 3.05977 -5.18034 0.92228 -0.2 -0.3 0.1
C 3.11000 -2.93119 1.99652 0.2 0.3 0.1
C -0.36469 -3.73537 1.09110 0.3 -1.0 0.7
N -0.51196 -2.67511 0.10778 0.4 0.6 -1.2
C -0.32138 -1.30557 0.16136 -0.4 0.8 -1.4
B 0.43088 -0.24757 1.07984 0.8 1.8 1.6
H 0.36428 1.13990 0.86677 -0.2 -2.8 0.1
N -0.80843 -0.80346 -1.03082 -0.4 -1.5 0.0
C -0.77170 0.58975 -1.38306 0.2 1.1 0.4
C 0.26283 1.06070 -2.25112 0.2 -0.1 0.1
C 1.07558 0.20689 -3.27034 0.1 0.2 0.3
C 2.17626 1.03419 -3.93886 0.1 0.3 -0.2
C 0.15703 -0.28945 -4.38132 -0.2 0.0 -0.2
C 1.80934 -0.93611 -2.58415 0.1 -0.5 0.1
C 0.63910 2.39612 -2.12460 -0.1 0.1 0.0
C 0.06081 3.21984 -1.17910 -0.3 -0.3 0.3
C -1.04575 2.80595 -0.46223 0.1 0.1 -0.7
C -1.53643 1.50462 -0.60048 -0.1 -0.1 -0.1
C -2.81656 1.24269 0.24079 0.4 0.2 0.1
C -2.48326 1.49753 1.71756 -0.1 -0.1 0.3
C -3.38613 -0.14991 0.12087 0.0 -0.3 0.2
C -3.90818 2.22127 -0.20243 -0.1 0.1 -0.3
C -1.23212 -1.85471 -1.82930 0.0 0.0 -0.2
C -0.93055 -2.99761 -1.19296 -0.3 0.3 0.4
H -3.03991 -2.78778 -0.26520 -0.1 0.1 0.3
H -4.58426 -3.35935 0.33868 0.3 0.0 0.1
H -3.42965 -2.63374 1.47937 0.0 -0.1 -0.2
H -3.79973 -6.38346 1.89949 0.0 0.2 0.1
H -3.88434 -4.85638 2.82628 0.0 -0.1 -0.1
H -4.95475 -5.14234 1.44601 0.3 0.0 0.0
H -2.47926 -6.47028 -0.21926 -0.1 0.2 -0.1
H -4.00606 -5.69038 -0.69724 0.2 0.0 0.0
H -2.46886 -5.02246 -1.24931 -0.2 -0.2 0.1
H -1.98597 -6.34753 2.57964 0.1 0.4 0.1
H -0.05675 -6.24244 4.07874 0.0 0.2 -0.2
H 1.85734 -4.76813 3.45694 -0.2 -0.2 -0.4
H 3.35387 -3.06117 -0.66920 -0.3 -0.1 0.0
H 1.80304 -2.27908 -0.32514 0.3 -0.2 -0.2
H 1.84568 -3.91175 -1.07039 0.0 0.1 0.1
H 3.21401 -5.66370 1.89234 0.0 0.0 -0.2
H 2.50185 -5.87000 0.27638 0.1 0.1 0.1
H 4.04347 -5.01826 0.46595 -0.2 0.0 0.1
H 3.27934 -3.42894 2.95801 0.0 0.2 -0.2
H 4.08960 -2.69429 1.56330 -0.1 0.0 0.1
H 2.56890 -1.99625 2.17576 0.2 -0.1 0.0
H -0.03715 -0.42444 2.20513 0.6 -0.1 0.0
H 1.66055 -0.41087 0.98599 -0.6 -0.4 0.2
H 2.88997 1.41797 -3.20063 -0.1 0.0 -0.2
H 2.74126 0.40455 -4.63713 -0.2 0.1 0.2
H 1.75856 1.86707 -4.51395 0.1 0.0 0.0
H -0.59274 -0.98401 -4.00265 0.2 0.1 -0.3
H -0.36056 0.56608 -4.83365 0.1 -0.2 0.0
H 0.74629 -0.79772 -5.15501 -0.2 0.1 0.1
H 1.12819 -1.73488 -2.28981 0.2 0.1 0.0
H 2.54080 -1.38015 -3.27616 -0.2 0.1 0.1
H 2.35508 -0.57886 -1.70084 -0.2 -0.1 -0.2
H 1.43907 2.83195 -2.71734 -0.2 -0.4 0.1
H 0.51796 4.17469 -0.98990 -0.1 -0.2 -0.2
H -1.51346 3.48306 0.25048 0.1 -0.2 -0.2
H -2.22288 2.54893 1.89668 -0.1 -0.2 0.1
H -3.34901 1.24261 2.34578 0.2 0.1 -0.2
H -1.63652 0.87876 2.02133 -0.1 0.1 0.1
H -3.68537 -0.39027 -0.90539 0.1 -0.1 0.1
H -2.64873 -0.86501 0.48290 -0.4 0.0 -0.1
H -4.27326 -0.23601 0.76633 0.2 0.0 -0.2
H -4.12850 2.07291 -1.26591 0.0 0.1 0.1
H -4.82836 2.03637 0.36666 0.2 0.0 -0.1
H -3.61788 3.26466 -0.04486 -0.1 -0.1 -0.1
H -1.76999 -1.71241 -2.75136 0.3 0.0 0.0
H -0.96453 -4.01184 -1.54991 -0.2 0.1 0.3
Cl 6.77438 6.93608 0.36892 -0.1 -0.1 0.0
C 5.16509 6.35607 0.44507 -0.6 -0.1 0.1
C 4.56170 6.12638 1.69052 -0.2 -0.2 0.0
C 3.23498 5.71376 1.74903 0.0 0.1 -0.1
C 2.45239 5.61404 0.57191 0.3 -0.5 -0.2
C 1.01164 5.60608 0.65218 0.5 2.4 0.0
C 0.21542 6.38883 -0.38935 -0.6 0.0 0.1
C -1.17820 6.64162 0.26484 0.7 -0.5 -0.2
C -1.02419 6.03647 1.63650 0.7 -0.2 -0.6
C 0.23165 5.49055 1.83234 -0.8 0.0 0.0
C 3.11282 5.76636 -0.67757 0.2 0.3 0.1
C 4.45199 6.13787 -0.74369 -0.5 -0.2 0.1
H 5.13395 6.28276 2.60210 -0.1 -0.1 -0.2
H 2.75463 5.55156 2.71550 0.3 0.1 -0.2
H 0.70788 7.35199 -0.59718 0.1 -0.4 0.2
H 0.12159 5.89418 -1.36364 0.0 0.1 0.3
H -1.35839 7.72674 0.28987 -0.1 -0.3 0.3
H -1.99673 6.20864 -0.33424 0.1 0.0 0.4
H -1.82717 6.05437 2.37343 0.3 0.0 -0.1
H 0.61150 5.08405 2.76923 -0.3 -0.1 -0.3
H 2.55304 5.62705 -1.60462 0.2 0.1 0.3
H 4.94449 6.28472 -1.70253 -0.1 -0.1 0.2
```
Forces are in eV/Å.

## Properties
- HOMO energy (eV) = -10.107
- 2S+1 = 1
- gap between HOMO and LUMO (eV) = 4.5
- net charge = +1
- DFT total energy (eV) = -60648.307
- molar mass (g mol⁻¹) = 636.20
- LUMO energy (eV) = -5.56



Here is C42H57BN10OPdSe as an isolated structure from OMol25. Energies are from wB97M-V/def2-TZVPD.

The geometry in XYZ format:
```
113
Properties=species:S:1:pos:R:3:forces:R:3
Pd -0.01138 -0.06397 1.02787 0.6 0.6 0.1
C 5.05441 2.31084 0.34707 -0.1 0.1 0.1
C 3.96079 1.42221 -0.12649 0.2 -0.2 -0.3
C 3.96369 0.60564 -1.23839 -0.1 0.1 0.2
C 2.71601 -0.03028 -1.23596 0.2 0.2 0.1
N 2.02314 0.37019 -0.17182 -0.5 -0.7 -0.4
N 2.77353 1.26862 0.49112 0.6 0.2 0.0
B 2.27576 2.06458 1.71344 -0.6 -0.5 -0.3
N 2.11087 1.07740 2.88523 0.5 0.3 0.6
N 1.55672 -0.13266 2.72357 -0.9 -0.3 -0.6
C 1.76253 -0.84343 3.83103 0.1 0.1 0.0
C 2.49301 -0.06126 4.73463 0.0 0.1 -0.2
C 2.69366 1.14957 4.09914 -0.1 -0.3 0.2
C 3.38467 2.34790 4.64018 0.1 0.1 -0.2
C 1.25518 -2.24697 4.03843 -0.2 -0.1 -0.1
C 2.37914 -3.15128 4.56429 -0.1 0.2 -0.2
C 0.12103 -2.22682 5.07272 0.0 0.1 -0.1
C 0.73648 -2.78294 2.70579 0.0 0.3 0.1
N 0.95916 2.76840 1.29240 0.2 0.7 0.2
N 0.06453 2.15614 0.50545 -0.4 -0.9 0.1
C -0.76507 3.06474 0.00501 0.2 0.1 0.0
C -0.38907 4.32143 0.49156 0.2 -0.1 0.1
C 0.70970 4.09490 1.29917 -0.3 0.1 -0.1
C 1.49852 5.07885 2.07894 0.2 -0.1 0.0
C -1.84960 2.75270 -0.99348 -0.2 -0.2 0.0
C -1.78323 3.75519 -2.15414 0.1 -0.2 0.2
C -3.22233 2.85409 -0.32276 0.1 -0.1 0.0
C -1.63826 1.35053 -1.56011 0.2 0.2 0.2
C 2.23498 -1.03089 -2.25388 -0.2 -0.2 0.0
C 2.75248 -0.66185 -3.65130 -0.1 0.0 0.3
C 2.76793 -2.41382 -1.86131 0.0 0.2 -0.1
C 0.70784 -1.05967 -2.29006 0.3 0.1 0.2
H 5.91441 2.21009 -0.30951 0.0 0.0 0.0
H 5.35822 2.05462 1.36003 0.1 0.0 0.1
H 4.74056 3.35211 0.35428 0.0 0.1 0.0
H 4.76208 0.48539 -1.94279 0.1 0.0 -0.1
H 3.06509 2.88346 2.01613 0.3 0.3 0.1
H 2.83455 -0.33143 5.71458 0.1 0.0 0.2
H 3.64458 2.16953 5.68154 0.0 0.0 0.0
H 2.74503 3.22722 4.58585 0.0 0.1 0.0
H 4.29499 2.55303 4.07942 0.1 0.1 0.0
H 2.72516 -2.81002 5.53707 0.1 0.0 0.1
H 3.22367 -3.15691 3.87897 0.1 0.0 -0.1
H 2.00919 -4.17086 4.66895 0.0 -0.1 0.0
H 0.46169 -1.78653 6.00758 0.0 0.0 0.1
H -0.21794 -3.24062 5.27747 0.0 -0.1 0.0
H -0.72871 -1.65212 4.70798 -0.1 0.1 -0.1
H 1.55597 -2.81017 1.98677 0.0 -0.1 -0.1
H -0.05110 -2.11712 2.32576 0.1 -0.4 0.1
H 0.32134 -3.78256 2.81778 0.0 -0.1 0.0
H -0.85238 5.26422 0.28705 -0.1 0.3 -0.1
H 1.06747 6.06898 1.96109 0.0 0.1 0.0
H 2.53229 5.10205 1.73973 0.1 0.1 0.0
H 1.49036 4.81700 3.13568 0.0 0.1 0.1
H -2.04350 4.75593 -1.82275 0.0 0.2 0.0
H -2.47774 3.45713 -2.93855 -0.1 0.0 0.0
H -0.78135 3.78151 -2.57547 0.1 0.0 -0.1
H -3.36212 3.84453 0.10320 -0.1 0.1 0.1
H -3.31710 2.11530 0.47078 0.0 -0.1 0.1
H -4.00951 2.67818 -1.05202 -0.1 0.0 -0.1
H -0.74175 1.35465 -2.17401 0.1 -0.1 0.0
H -2.48345 1.05004 -2.17504 -0.2 -0.1 -0.1
H -1.50458 0.62144 -0.75058 -0.2 0.1 -0.3
H 3.82497 -0.80938 -3.73375 0.2 0.0 0.0
H 2.53820 0.38167 -3.87126 -0.1 0.1 -0.1
H 2.26346 -1.27932 -4.40359 0.0 -0.1 -0.1
H 3.85420 -2.41217 -1.83070 0.2 0.0 0.0
H 2.43998 -3.16076 -2.58077 0.0 -0.1 -0.1
H 2.40196 -2.69128 -0.87759 0.0 -0.1 0.2
H 0.33270 -0.22033 -2.86504 -0.1 0.1 0.0
H 0.32074 -0.98339 -1.27133 -0.1 -0.1 -0.4
H 0.34512 -1.97539 -2.75367 -0.1 -0.1 0.0
Se -2.07649 0.23767 2.37979 -0.2 -0.2 0.2
C -1.50577 1.75296 3.39206 -0.1 0.0 0.0
C -0.56691 1.60817 4.40711 -0.1 0.1 -0.1
C -0.13269 2.74047 5.06875 0.1 -0.2 0.1
N -0.55680 3.96484 4.79809 0.2 0.4 0.3
C -1.48744 4.08966 3.86653 -0.2 0.1 -0.1
C -2.01025 3.02804 3.15216 0.1 -0.3 0.0
H -0.18240 0.63696 4.67621 0.1 0.0 0.0
H 0.60271 2.66228 5.85810 0.1 -0.1 0.1
H -1.82747 5.09856 3.67733 -0.1 0.1 -0.1
H -2.78409 3.19092 2.41995 0.0 0.0 -0.1
C -0.62043 -1.70019 -6.94519 0.0 0.1 0.0
C -1.71572 -2.15682 -6.03166 0.0 0.0 0.0
C -2.48359 -3.27221 -6.33813 0.0 0.1 0.1
C -3.50634 -3.67831 -5.50497 -0.1 0.0 0.2
C -3.79922 -2.98126 -4.33563 0.3 0.2 -0.3
N -4.87546 -3.44986 -3.56953 -0.2 -0.4 -0.2
C -5.39462 -3.04361 -2.37001 -0.1 0.0 0.2
O -6.57025 -3.19156 -2.11497 -0.2 0.0 0.0
N -4.53859 -2.45954 -1.45109 -0.4 0.4 0.1
C -3.22222 -2.77133 -1.15152 0.6 -0.3 0.1
C -2.54741 -3.88728 -1.64408 0.0 0.2 0.2
C -1.23794 -4.08648 -1.24549 0.0 0.1 0.2
C -0.64525 -3.18715 -0.37541 0.0 -0.2 0.0
N -1.28128 -2.11714 0.09636 0.1 -0.1 0.0
C -2.53572 -1.92652 -0.27452 -0.3 -0.1 -0.2
C -3.06026 -1.83972 -4.04268 -0.1 0.1 0.0
C -2.03319 -1.44680 -4.88040 0.0 -0.1 -0.1
H -0.46724 -2.41313 -7.75137 0.1 0.0 -0.1
H 0.31921 -1.57849 -6.40889 0.1 0.0 0.0
H -0.87693 -0.73588 -7.38286 0.1 0.1 -0.1
H -2.29888 -3.82173 -7.24910 0.1 -0.1 -0.1
H -4.10453 -4.53741 -5.77092 -0.1 -0.2 0.0
H -5.54293 -4.00188 -4.09515 0.0 0.2 0.2
H -5.03243 -1.93788 -0.73749 -0.1 -0.2 -0.1
H -3.03941 -4.59692 -2.29017 0.0 0.0 -0.1
H -0.68595 -4.94781 -1.58940 0.1 0.0 0.0
H 0.36750 -3.33425 -0.03010 0.1 0.0 0.0
H -3.05305 -1.07565 0.15697 0.0 0.1 0.0
H -3.30034 -1.22893 -3.18721 0.0 0.0 0.1
H -1.48349 -0.55057 -4.63811 0.1 0.1 0.1
```
Forces are in eV/Å.

## Properties
- HOMO energy (spin up / spin down) (eV) = -7.412 / -7.682
- 2S+1 = 3
- gap between HOMO and LUMO (spin up / spin down) (eV) = 7.7 / 6.6
- DFT total energy (eV) = -130934.503
- <S²> = 2.007
- molar mass (g mol⁻¹) = 914.18
- LUMO energy (spin up / spin down) (eV) = 0.33 / -1.13



Looking at relative energy (zero: lowest compared OMol25 entry of this formula, charge and spin) for the records above, in order, we have 0.00; 26.91 kJ/mol.